109
Properties=species:S:1:pos:R:3 method="wB97M-V/def2-TZVPD" homo_energy_ev="-8.2 / -8.2" fmax_ha_per_bohr=0.063 spin_multiplicity=2 gap_ev="8.3133 / 8.2828" relative_energy_kcal_mol=55.3
C -8.165 3.122 -3.701
C -7.652 2.220 -2.522
O -6.568 1.347 -2.874
P -5.160 2.178 -3.181
O -5.197 3.514 -2.476
C -3.649 1.226 -2.584
C -4.011 -0.241 -2.191
C -3.074 -0.965 -1.179
C -1.565 -0.519 -1.091
P -0.651 -0.328 -2.731
C -0.393 1.501 -3.145
O -1.629 -0.865 -4.045
C -1.484 0.724 -0.113
C -0.863 0.451 1.300
C -1.888 -0.207 2.319
C -0.572 1.897 1.916
N 0.438 -0.234 1.269
O 0.923 -0.443 2.438
C 0.488 -1.411 0.358
C 1.750 -1.281 -0.598
C 0.820 -2.677 1.261
C -0.837 -1.758 -0.376
O -5.109 2.340 -4.860
C -3.987 3.134 -5.266
C -4.240 4.682 -5.172
H -8.411 4.114 -3.264
H -7.428 3.245 -4.516
H -9.076 2.681 -4.164
H -8.502 1.546 -2.260
H -7.458 2.800 -1.595
H -3.003 1.166 -3.489
H -3.226 1.856 -1.784
H -4.019 -0.833 -3.135
H -5.055 -0.325 -1.808
H -3.106 -2.063 -1.374
H -3.510 -0.844 -0.156
H 0.675 1.768 -3.006
H -1.047 2.183 -2.564
H -0.659 1.649 -4.220
H -1.640 -1.824 -3.962
H -0.970 1.615 -0.525
H -2.532 1.045 0.091
H -2.912 0.154 2.122
H -1.544 -0.003 3.353
H -1.789 -1.309 2.187
H 0.520 2.010 2.107
H -0.899 2.720 1.252
H -1.045 1.984 2.918
H 1.930 -0.231 -0.892
H 1.503 -1.908 -1.483
H 2.625 -1.769 -0.130
H 0.720 -3.551 0.566
H 1.869 -2.686 1.603
H 0.075 -2.837 2.062
H -1.594 -2.260 0.260
H -0.599 -2.463 -1.209
H -3.843 2.921 -6.352
H -3.027 2.871 -4.775
H -3.476 5.147 -5.840
H -5.251 4.953 -5.522
H -4.014 5.031 -4.147
O -3.194 2.603 6.104
C -2.144 2.123 6.417
O -1.245 1.640 5.520
C -0.145 1.037 6.217
C -0.154 1.664 7.596
C -1.636 1.919 7.823
H -0.306 -0.045 6.250
H 0.781 1.240 5.680
H 0.306 1.038 8.356
H 0.383 2.612 7.575
H -2.139 1.052 8.258
H -1.808 2.804 8.431
O 2.682 1.829 8.437
C 3.287 0.871 8.048
O 4.595 0.906 7.695
C 4.989 -0.372 7.171
C 3.987 -1.359 7.734
C 2.727 -0.515 7.833
H 4.959 -0.324 6.079
H 6.008 -0.595 7.485
H 3.872 -2.253 7.121
H 4.297 -1.674 8.733
H 2.154 -0.526 6.904
H 2.101 -0.816 8.671
O 4.218 -1.770 -2.412
C 5.113 -2.100 -1.688
O 5.817 -3.248 -1.846
C 6.740 -3.403 -0.757
C 6.945 -2.006 -0.208
C 5.595 -1.357 -0.466
H 6.297 -4.079 -0.020
H 7.666 -3.842 -1.125
H 7.248 -1.995 0.839
H 7.716 -1.490 -0.785
H 4.895 -1.532 0.354
H 5.686 -0.293 -0.668
O 4.027 -5.004 -7.738
C 3.737 -4.018 -7.126
O 2.475 -3.736 -6.714
C 2.445 -2.435 -6.106
C 3.871 -2.165 -5.675
C 4.673 -2.900 -6.736
H 2.088 -1.713 -6.847
H 1.755 -2.442 -5.262
H 4.105 -1.103 -5.603
H 4.054 -2.615 -4.699
H 4.863 -2.276 -7.612
H 5.606 -3.295 -6.340